The following is a quantum chemistry calculation of a molecular structure, C27H44Ge2IrO7P, from the Open Molecules 2025 dataset.

Computed properties:
E_HOMO (spin up / spin down) = -14.41 / -14.57 eV
molar mass = 849.05 g/mol
energy relative to the best compared isomer or geometry (same formula, charge and spin) = 0.0 kcal per mole
charge = +2
maximum force = 2.1 eV Å⁻¹
2S+1 = 5
HOMO-LUMO gap (spin up / spin down) = 7.9 / 4.0 eV
⟨S²⟩ = 6.03

Element x y z (Å)
Ir: -0.177 0.847 -0.930
C: -2.738 3.953 0.348
C: -2.117 3.603 -0.997
C: -2.363 4.659 -2.052
O: -0.711 3.351 -0.819
C: -2.810 2.250 -1.436
O: -3.926 2.271 -1.869
O: -2.071 1.195 -1.199
H: -2.266 4.855 0.745
H: -2.611 3.136 1.064
H: -3.801 4.143 0.216
H: -1.974 5.623 -1.713
H: -3.429 4.761 -2.234
H: -1.883 4.396 -2.997
H: -0.221 3.836 -1.494
C: 1.324 -1.322 -4.988
C: 0.651 -0.260 -4.125
C: 1.477 1.020 -4.097
C: -0.768 -0.009 -4.606
O: 0.487 -0.751 -2.730
P: 1.700 -1.035 -1.707
O: 2.971 -1.455 -2.274
O: 1.747 0.274 -0.821
O: 0.991 -2.023 -0.659
C: 0.524 -3.406 -0.988
C: 0.777 -4.216 0.274
C: -0.968 -3.340 -1.306
C: 1.299 -3.999 -2.156
H: 1.496 -0.902 -5.978
H: 0.680 -2.195 -5.100
H: 2.281 -1.622 -4.567
H: 1.488 1.487 -5.080
H: 2.504 0.801 -3.800
H: 1.047 1.732 -3.381
H: -0.751 0.262 -5.660
H: -1.244 0.798 -4.042
H: -1.370 -0.911 -4.495
H: 0.224 -3.796 1.111
H: 1.843 -4.221 0.510
H: 0.445 -5.242 0.122
H: -1.552 -3.180 -0.402
H: -1.285 -4.280 -1.755
H: -1.179 -2.534 -2.009
H: 2.374 -3.933 -1.989
H: 1.065 -3.487 -3.089
H: 1.027 -5.047 -2.267
C: 4.148 -1.739 0.904
Ge: 3.033 -0.360 1.709
C: 3.499 1.538 1.529
C: 2.548 -0.905 3.557
Ge: 0.142 -0.017 1.411
C: -0.129 1.575 2.670
C: -0.486 1.298 3.992
C: -0.703 2.362 4.927
C: -0.578 3.671 4.526
C: -0.235 3.947 3.207
C: 0.008 2.887 2.273
C: -1.320 -1.202 2.045
C: -2.546 -1.044 1.408
C: -3.656 -1.725 1.891
C: -3.535 -2.565 2.990
C: -2.308 -2.720 3.623
C: -1.194 -2.041 3.150
H: 5.130 -1.623 1.372
H: 4.243 -1.632 -0.172
H: 3.754 -2.725 1.143
H: 4.524 1.654 1.888
H: 2.840 2.156 2.136
H: 3.447 1.840 0.487
H: 3.485 -0.893 4.120
H: 2.160 -1.923 3.564
H: 1.845 -0.226 4.036
H: -0.626 0.273 4.316
H: -0.985 2.130 5.947
H: -0.758 4.476 5.225
H: -0.141 4.977 2.884
H: 0.286 3.117 1.250
H: -2.643 -0.398 0.542
H: -4.610 -1.604 1.395
H: -4.398 -3.106 3.353
H: -2.213 -3.363 4.487
H: -0.236 -2.177 3.641

Let us look at the Löwdin charges, expressed in e, one per atom: 1.2565, 0.0030, -0.5109, 0.0045, -0.1124, -0.5535, 0.1534, -0.2343, 0.0950, 0.0856, 0.1104, 0.1034, 0.1065, 0.1044, 0.1101, -0.0135, -0.5872, -0.0207, -0.0090, -0.2482, 0.2479, -0.2024, -0.5517, -0.2542, -0.5678, -0.0103, -0.0011, -0.0209, 0.1056, 0.0951, 0.0811, 0.1071, 0.0939, 0.0664, 0.1065, 0.0784, 0.0997, 0.0714, 0.0842, 0.1057, 0.0767, 0.1043, 0.0806, 0.0936, 0.0744, 0.1061, -0.1734, 0.9782, -0.1922, -0.2111, 1.0297, -0.2895, 0.0171, 0.0491, -0.0091, 0.0693, -0.0420, -0.3572, -0.1125, -0.0444, -0.0435, -0.0548, -0.1370, 0.0505, 0.0177, 0.0299, 0.0454, 0.0100, 0.0280, 0.0498, 0.0268, -0.0010, 0.1105, 0.1390, 0.1351, 0.1416, 0.0947, 0.0813, 0.1214, 0.1200, 0.1177, 0.0913